No. 1
DFT (wB97M-V/def2-TZVPD) results for 3 unconnected molecules or ions with the total composition C3H14NO3 at a distorted geometry.

## Properties
Electronic energy = -402.93088 a.u.
LUMO energy = -3.0 eV
Gap between HOMO and LUMO = 11.9 eV

```
! RIJCOSX wB97M-V def2-TZVPD def2/J DEFGRID3
* xyz 1 1
C 0.1388 -0.9978 0.5362
C 1.6158 -0.9724 0.1008
C 2.3711 0.0370 0.9807
O 1.8025 1.4311 0.6856
N -0.5732 0.2520 0.1067
H -0.3368 -1.8842 0.1330
H 0.1017 -1.0769 1.6243
H 1.7280 -0.9119 -0.9748
H 1.9812 -1.9249 0.5029
H 3.4324 0.0464 0.7384
H 2.2146 -0.2625 2.0171
H 1.9105 1.8555 1.5546
H -0.5131 0.3123 -0.9203
H -1.6013 0.3901 0.2994
H 0.0150 1.0549 0.4336
H -2.7718 -0.3163 1.0941
H -3.5140 0.8293 1.6310
O -3.2556 0.4606 0.7645
H -0.4966 -0.3809 -3.6027
H -1.8921 -0.7992 -3.1303
O -1.1164 -0.2905 -2.8711
*
```

Atom charges from the Löwdin analysis, given in e for atoms 1 to 2:
1 C -0.15
2 C -0.15

No. 2
DFT (wB97M-V/def2-TZVPD) results for 4 unconnected molecules or ions with the total composition C3H14NO3S at a distorted geometry.

## Properties
Electronic energy = -801.39294 a.u.
LUMO energy = 3.4 eV
Gap between HOMO and LUMO = 6.2 eV

```
! RIJCOSX wB97M-V def2-TZVPD def2/J DEFGRID3
* xyz -1 1
C -1.0063 0.0577 1.0406
C -0.9827 -1.0600 2.0538
S 0.0573 -2.4851 1.5363
C -1.5629 -0.3826 -0.3328
N -1.4385 0.8319 -1.1828
H -0.0371 0.4968 0.7940
H -1.6619 0.8719 1.4136
H -1.9673 -1.5104 2.2288
H -0.5853 -0.6201 3.0005
H -2.5523 -0.8433 -0.2957
H -0.9048 -1.0747 -0.8586
H -1.6888 0.5843 -2.1341
H -1.9339 1.6772 -0.9332
H 2.4136 -2.4898 -0.1867
H 3.1518 -1.2331 0.4015
O 3.1329 -1.8672 -0.3384
H 1.7136 0.5993 -2.7183
H 2.6414 0.1128 -1.6003
O 2.1889 0.8980 -1.9401
H -0.2830 2.4352 0.4971
H 0.7162 2.2538 -0.6285
O 0.5891 2.7475 0.1834
*
```

Atom charges from the Löwdin analysis, given in e for atoms 1 to 2:
1 C -0.34
2 C -0.76

No. 3
DFT (wB97M-V/def2-TZVPD) results for 3 unconnected molecules or ions with the total composition C3H14NO3S at a distorted geometry.

## Properties
Electronic energy = -801.12626 a.u.
LUMO energy = -2.8 eV
Gap between HOMO and LUMO = 9.8 eV

```
! RIJCOSX wB97M-V def2-TZVPD def2/J DEFGRID3
* xyz 1 1
C -1.7025 0.3681 0.7396
O -1.5255 1.7669 0.9502
C -0.2762 -0.1156 0.3926
C -0.1918 -1.5645 -0.1010
S 1.1713 -2.4735 0.6992
N 0.3706 0.8424 -0.5665
H -2.0176 -0.1800 1.6376
H -2.4940 0.2646 -0.0079
H -2.3101 2.3080 0.9210
H 0.3052 -0.0788 1.3208
H -1.1206 -2.1114 0.0627
H -0.0408 -1.5644 -1.1898
H 1.0429 -3.5795 -0.0221
H 0.5007 1.7536 -0.1073
H 1.3720 0.6429 -0.6487
H -0.0572 0.7837 -1.5093
H -1.0902 -0.1225 -3.4711
H -2.3107 0.5215 -2.6696
O -1.3711 0.3237 -2.6784
H 1.9977 3.3609 1.3006
H 3.1445 2.5260 0.7645
O 2.2403 2.7853 0.5526
*
```

Atom charges from the Löwdin analysis, given in e for atoms 1 to 2:
1 C -0.18
2 O -0.05

No. 4
DFT (wB97M-V/def2-TZVPD) results for 4 unconnected molecules or ions with the total composition C3H14NO4 at a distorted geometry.

## Properties
Electronic energy = -478.15488 a.u.
LUMO energy = -3.4 eV
Gap between HOMO and LUMO = 10.4 eV

```
! RIJCOSX wB97M-V def2-TZVPD def2/J DEFGRID3
* xyz 1 1
C -2.1379 0.8028 -0.9278
C -2.2497 -0.3781 0.0357
C -1.0333 -1.2595 0.1387
O -0.3536 -1.6181 -0.7791
N -1.1282 1.8683 -0.3940
H -3.0672 1.3583 -0.9002
H -1.8814 0.5509 -1.9471
H -3.0924 -0.9943 -0.3331
H -2.5518 -0.1352 1.0623
H -0.6610 -1.4643 1.1855
H -0.2054 1.4507 -0.6288
H -1.2410 1.7163 0.5995
H -1.3361 2.7954 -0.7281
H 0.7069 -0.0833 -2.1642
H 1.9212 0.3183 -1.2642
O 1.0864 0.6384 -1.6616
H 1.5916 2.3931 2.2368
H 0.2028 2.0272 2.2539
O 0.9939 1.8088 1.7730
H 2.9669 -2.9034 0.8703
H 4.3512 -2.8668 1.3626
O 3.5526 -2.3425 1.3898
*
```

Atom charges from the Löwdin analysis, given in e for atoms 1 to 2:
1 C -0.10
2 C -0.13

Calculated energy above the lowest of the compared OMol25 structures with the same formula, charge and spin in order - 16.1, 30.5, 7.3, 31.6 kcal/mol
Calculated M in order - 112.149, 144.216, 144.216, 128.148 g mol⁻¹
Calculated HOMO energy in order - -14.85, -2.72, -12.61, -13.83 eV